[1]
{"formula": "C3H6ClNO3S", "method": "the ωB97M-V functional and the def2-TZVPD basis", "elements": ["C", "C", "S", "O", "Cl", "O", "C", "N", "O", "H", "H", "H", "H", "H", "H"], "positions_angstrom": [[2.0929, -1.4297, 1.4297], [1.3810, -0.1401, 1.2307], [0.1477, -0.0790, 0.0093], [0.6560, -0.2141, -1.3244], [-1.4607, -1.5306, -0.0113], [-0.7963, 1.2479, 0.0874], [-1.8526, 1.7654, -0.8282], [-1.8173, 1.0711, -1.9633], [-2.5358, 2.6456, -0.4503], [2.7671, -1.6438, 0.6017], [2.6805, -1.2808, 2.3354], [1.4410, -2.2902, 1.6057], [0.8441, 0.1988, 2.1139], [-1.0683, 0.4115, -2.1400], [-2.4792, 1.2677, -2.6963]], "homo_ev": -9.07, "max_force_ev_per_a": 3.54, "de_lowest_kj_mol": 215.4, "smiles": "CC=[S@@](=O)(Cl)OC(N)=O"}

[2]
{"formula": "C2H4ClN2", "method": "the ωB97M-V functional and the def2-TZVPD basis", "elements": ["C", "C", "N", "N", "Cl", "H", "H", "H", "H"], "positions_angstrom": [[-1.5607, -0.7479, 0.8629], [0.8261, -0.9612, 0.2470], [-0.3217, -0.8905, 0.5566], [0.9514, 1.5310, -1.3079], [2.3084, -1.4307, 0.2875], [-2.2139, -1.5598, 0.6948], [-1.7488, -0.1863, 1.7930], [0.4033, 2.3471, -0.9390], [1.3558, 1.8983, -2.1949]], "homo_ev": [-14.33, -15.29], "total_charge": 1, "max_force_ev_per_a": 4.14, "de_lowest_kj_mol": 423.4}

[3]
{"formula": "C17H13N3O6S", "method": "the ωB97M-V functional and the def2-TZVPD basis", "elements": ["C", "O", "C", "C", "O", "C", "C", "C", "C", "O", "C", "C", "C", "O", "C", "C", "C", "N", "N", "C", "N", "C", "O", "C", "S", "O", "C", "H", "H", "H", "H", "H", "H", "H", "H", "H", "H", "H", "H", "H"], "positions_angstrom": [[-1.0167, 1.0227, 2.3786], [-1.9050, 0.0755, 1.8507], [-1.2080, -1.0594, 1.4660], [-1.1909, -2.0570, 2.4634], [-2.0274, -2.2314, 3.5561], [-1.7404, -3.4627, 4.0628], [-0.7230, -4.1059, 3.3333], [-0.4235, -3.1948, 2.2825], [0.3213, -3.3627, 1.1233], [1.1866, -4.5258, 0.9615], [2.3257, -4.5622, 1.8173], [0.2664, -2.4294, 0.0988], [1.0878, -2.6309, -1.1278], [1.5721, -3.6356, -1.4968], [1.2191, -1.3448, -1.9264], [0.6096, -0.1307, -1.4898], [1.1041, 1.0175, -2.2894], [0.6554, 2.2289, -2.0891], [0.9062, 3.0648, -3.0919], [0.2787, 4.2131, -2.9364], [0.1297, 5.1583, -3.9627], [-0.8175, 6.1591, -3.7769], [-1.0483, 7.0568, -4.6542], [-1.4902, 6.1480, -2.3818], [-0.7469, 4.7500, -1.5276], [-0.1932, -0.0906, -0.4441], [-0.4026, -1.1935, 0.3510], [-0.0529, 1.1652, 1.9179], [-0.9466, 0.6750, 3.3920], [-1.5551, 2.0670, 2.3693], [-2.3185, -3.9651, 4.8076], [-0.4845, -5.1540, 3.5470], [3.0502, -5.3630, 1.5838], [1.8579, -4.8152, 2.8036], [2.9323, -3.6477, 1.9229], [1.9829, -1.1753, -2.7715], [1.9414, 1.0167, -3.0084], [0.5806, 5.1169, -4.9077], [-1.1847, 7.0155, -1.8313], [-2.5322, 6.1866, -2.3756]], "homo_ev": -8.33, "max_force_ev_per_a": 6.02, "de_lowest_kj_mol": 400.0, "smiles": "COc1c2occc2c(OC)c2c(=O)cc(/C=N/N=C3/NC(=O)CS3)oc12"}

[4]
{"formula": "C3H9BO3", "method": "the ωB97M-V functional and the def2-TZVPD basis", "elements": ["B", "C", "C", "C", "O", "O", "O", "H", "H", "H", "H", "H", "H", "H", "H", "H"], "positions_angstrom": [[-0.4518, 2.0218, -0.4314], [0.7577, -2.3955, 0.0896], [0.7118, -0.8641, 0.0736], [-0.7057, -0.3589, -0.0360], [-0.7676, 2.7859, 0.6264], [0.0230, 2.4317, -1.6189], [-1.5114, -0.5219, 1.0736], [1.7774, -2.7480, 0.2434], [0.3934, -2.7966, -0.8534], [0.1329, -2.7854, 0.8893], [1.2871, -0.4894, -0.7715], [1.1647, -0.4810, 0.9914], [-1.2406, -0.6957, -0.9172], [-0.6903, 3.7429, 0.5444], [0.1449, 3.3779, -1.7540], [-1.0256, -0.2235, 1.8506]], "homo_ev": [-4.75, -11.41], "s2": 2.01, "spin_multiplicity": 3, "max_force_ev_per_a": 3.53}